Record 1
Formula: C14H17ClN4O2S
Source: OMol25
Level of theory: ωB97M-V with the def2-TZVPD basis set

Properties
calculated total energy = -1771.55977 Ha
energy above the lowest of the compared OMol25 structures with the same formula, charge and spin = 0.0 kcal/mol
SMILES = Cc1ccc(Cl)cc1N1CCN(S(=O)(=O)c2cnc[nH]2)CC1
charge = 0
orbital gap = 9.593 eV

Last column: Mulliken charge in e.
CARTESIAN COORDINATES (ANGSTROEM)
C -2.33 -3.56 -1.01  -1.601
C -1.55 -2.84 -2.06  0.439
C -1.47 -3.36 -3.35  -0.638
C -0.76 -2.72 -4.34  -0.621
C -0.10 -1.53 -4.05  -0.179
C -0.16 -0.99 -2.77  -0.135
C -0.89 -1.64 -1.78  -0.076
N -0.97 -1.11 -0.45  0.623
C -1.63 0.18 -0.39  -0.417
H -2.57 0.12 -0.94  0.471
C -1.90 0.51 1.08  -1.165
N -0.67 0.51 1.84  0.165
S 0.26 1.89 1.70  1.399
O 1.36 1.75 0.77  -0.695
O -0.62 3.01 1.54  -0.704
C 1.03 1.93 3.29  -0.176
C 0.60 1.90 4.59  -0.138
N 1.67 1.94 5.42  -0.612
C 2.73 2.00 4.66  -0.328
N 2.40 1.99 3.35  0.009
H 2.98 2.04 2.53  0.221
H 3.74 2.05 5.01  0.408
H -0.40 1.85 4.97  0.458
C 0.08 -0.72 1.70  -1.071
H 1.03 -0.60 2.22  0.352
C 0.31 -1.08 0.23  -0.583
H 0.77 -2.07 0.16  0.497
H 1.00 -0.34 -0.20  0.379
H -0.50 -1.51 2.19  0.435
H -2.34 1.50 1.18  0.472
H -2.57 -0.24 1.52  0.346
H -1.02 0.99 -0.82  0.361
H 0.35 -0.07 -2.56  0.459
Cl 0.80 -0.72 -5.28  -0.230
H -0.70 -3.13 -5.34  0.440
H -1.98 -4.28 -3.58  0.433
H -2.31 -2.99 -0.08  0.286
H -3.37 -3.68 -1.32  0.369
H -1.91 -4.55 -0.83  0.347

=====

Record 2
Formula: C14H17FN4O2
Source: OMol25
Level of theory: ωB97M-V with the def2-TZVPD basis set

Properties
calculated total energy = -1012.50115 Ha
energy above the lowest of the compared OMol25 structures with the same formula, charge and spin = 337.4 kcal/mol
charge = 0
orbital gap = 9.363 eV

Last column: Mulliken charge in e.
CARTESIAN COORDINATES (ANGSTROEM)
C -0.09 5.06 1.23  -0.622
O -1.09 5.80 0.33  -0.397
C -1.86 4.99 -0.49  -0.478
C -0.95 4.32 -1.75  -1.231
N -0.29 3.03 -1.59  -0.298
C -0.62 1.80 -1.70  -0.462
O -1.53 1.58 -2.29  -0.571
C 0.04 0.72 -1.16  0.806
C -0.04 -0.67 -1.31  -0.317
N 1.10 -1.08 -0.68  0.761
N 1.75 -0.14 0.11  -0.948
N 1.15 0.88 -0.31  -0.217
C 1.45 -2.51 -0.63  0.356
C 0.71 -3.07 0.81  0.363
C 1.17 -4.23 1.34  0.366
C 0.78 -4.87 2.47  -0.730
C -0.52 -4.36 2.68  -0.171
C -1.11 -3.34 2.15  -0.434
C -0.67 -2.59 1.18  -0.881
H -0.93 -1.85 0.72  0.965
H -2.26 -3.05 2.43  0.153
H -1.01 -4.94 3.79  0.102
H 1.13 -5.64 3.05  0.537
F 2.65 -4.62 1.15  -0.376
C 1.02 -3.35 -1.63  -1.866
H 1.76 -2.73 -2.54  0.266
H 0.32 -3.45 -2.10  0.785
H 1.66 -4.23 -1.43  0.415
H 2.68 -2.49 -0.12  0.373
H -0.59 -1.14 -1.86  0.795
H 0.53 3.12 -0.74  0.201
H -0.32 4.98 -2.09  0.491
H -1.61 4.07 -2.48  0.676
H -2.52 5.44 -1.05  0.558
H -2.20 3.96 -0.05  0.243
H -0.65 4.16 1.83  0.242
H 0.61 4.69 0.62  0.320
H 0.33 5.76 2.12  0.224

=====

Record 3
Formula: C14H17FeN2O2Se4
Source: OMol25
Level of theory: ωB97M-V with the def2-TZVPD basis set

Properties
calculated total energy = -11673.21401 Ha
charge = 0
2S+1 = 6
orbital gap (spin up / spin down) = 7.215 / 5.745 eV
⟨S²⟩ = 8.773

Last column: Mulliken charge in e.
CARTESIAN COORDINATES (ANGSTROEM)
Fe 0.32 -0.04 -0.23  0.594
C 2.55 -1.27 2.11  -1.700
C 1.21 -0.58 2.13  0.558
C 0.02 -1.32 2.05  -0.703
C -1.23 -0.69 2.08  1.169
C -2.49 -1.49 1.92  -1.573
C -1.28 0.70 2.22  -0.503
C -0.12 1.46 2.33  0.394
C -0.17 2.95 2.52  -1.266
C 1.11 0.81 2.25  -0.374
H 2.90 -1.42 1.09  0.228
H 2.49 -2.25 2.58  0.396
H 3.29 -0.68 2.64  0.422
H 0.07 -2.39 1.95  0.188
H -2.75 -1.56 0.86  0.161
H -3.33 -1.02 2.44  0.431
H -2.36 -2.50 2.30  0.401
H -2.25 1.19 2.26  0.386
H -0.13 3.48 1.57  0.213
H 0.67 3.29 3.13  0.380
H -1.10 3.24 3.02  0.383
H 2.02 1.39 2.30  0.504
Se 2.47 0.52 -1.20  -0.173
Se 2.17 1.93 -2.99  -0.094
Se 0.11 2.91 -2.75  -0.072
Se -0.83 2.19 -0.86  -0.043
C -3.46 -2.16 -4.00  -0.935
N -2.32 -2.24 -3.10  0.114
C -1.48 -3.31 -3.11  0.276
C -0.42 -3.40 -2.28  -1.263
C -0.20 -2.28 -1.40  1.034
O 0.77 -2.20 -0.60  -0.533
N -1.05 -1.23 -1.39  -0.144
C -2.13 -1.15 -2.22  0.137
O -2.94 -0.24 -2.23  -0.678
H -3.52 -3.10 -4.56  0.294
H -3.35 -1.33 -4.70  0.297
H -4.38 -2.01 -3.44  0.307
H -1.73 -4.09 -3.82  0.317
H 0.25 -4.24 -2.29  0.470